Density functional theory data (ωB97M-V/def2-TZVPD) for a structure of composition C21H19BaCl3N7S2Se4Si in a non-equilibrium geometry.

Structure (ORCA input):
```
! RIJCOSX wB97M-V def2-TZVPD def2/J DEFGRID3
* xyz -1 1
Ba -1.246 6.228 18.829
Se 1.970 6.002 19.872
Se 0.865 4.458 21.409
Se -1.296 5.142 22.030
Se -2.681 3.974 20.538
C -3.105 8.148 22.115
C -1.773 8.649 21.743
N -1.177 8.495 20.594
C -0.025 9.195 20.513
C 0.343 9.738 21.709
S -0.877 9.482 22.888
C 0.920 9.085 19.395
C 2.278 9.367 19.478
S 2.901 9.148 17.916
C 1.396 8.601 17.341
N 0.436 8.694 18.174
C 1.168 7.907 16.012
H -3.914 8.753 21.702
H -3.243 8.158 23.180
H -3.256 7.103 21.843
H 1.270 10.221 21.915
H 2.876 9.636 20.344
H 0.603 8.453 15.253
H 0.632 6.970 16.183
H 2.132 7.649 15.490
Cl -2.674 9.566 15.993
Si -2.496 7.474 16.135
Cl -1.687 6.900 14.168
Cl -4.535 6.834 15.737
N -10.573 12.562 16.539
C -9.629 12.027 16.902
C -8.613 11.083 17.312
C -7.370 10.940 16.724
C -6.449 10.002 17.139
C -6.776 9.308 18.295
C -7.978 9.473 18.908
C -8.959 10.323 18.401
N -5.854 8.378 18.827
C -6.188 7.089 18.968
C -5.048 6.329 19.237
N -4.005 7.234 19.174
C -4.493 8.447 18.946
H -7.130 11.526 15.867
H -5.534 9.765 16.597
H -8.154 8.956 19.811
H -9.960 10.429 18.855
H -7.191 6.825 18.611
H -5.007 5.240 19.306
H -3.880 9.322 18.897
N 1.311 3.876 17.301
C 1.751 3.123 16.296
C 0.764 3.230 15.331
C -0.225 4.013 15.843
N 0.103 4.477 17.015
H 1.784 4.105 18.149
H 2.733 2.622 16.341
H 0.745 2.830 14.310
H -1.105 4.342 15.230
*
```

Summary:
Kohn-Sham gap: 6.06 eV